(1)
{"formula": "C31H36BN21OSTl", "method": "the ωB97M-V functional and the def2-TZVPD basis", "elements": ["Tl", "S", "O", "N", "N", "N", "N", "N", "N", "N", "N", "N", "N", "N", "N", "N", "N", "N", "N", "N", "N", "N", "N", "N", "C", "C", "C", "C", "C", "C", "C", "C", "C", "C", "C", "C", "C", "C", "C", "C", "C", "C", "C", "C", "C", "C", "C", "C", "C", "C", "C", "C", "C", "C", "C", "B", "H", "H", "H", "H", "H", "H", "H", "H", "H", "H", "H", "H", "H", "H", "H", "H", "H", "H", "H", "H", "H", "H", "H", "H", "H", "H", "H", "H", "H", "H", "H", "H", "H", "H", "H", "H"], "positions_angstrom": [[-0.5725, -0.6387, -0.5947], [-0.9930, 2.2116, -0.8004], [-0.3189, -2.0142, -2.4739], [-3.0304, -0.3170, 3.5534], [3.4173, -1.0334, 3.2917], [-0.6720, 0.1721, 2.4403], [-2.8205, 1.6729, -2.6963], [0.6177, -2.1012, 0.9645], [-4.7966, -1.4550, -1.7031], [3.2488, -0.0690, -3.3655], [-1.6582, -0.0465, 1.5894], [-3.8728, -0.7700, 1.5236], [-2.1186, -0.1975, 4.5706], [1.2380, 0.0945, 3.1911], [4.4351, -1.8158, 2.8980], [-3.5430, -1.3129, -1.8927], [1.7581, 0.6863, 0.2835], [1.4960, 0.0316, -1.8988], [2.7560, 0.1833, 1.1662], [-5.1055, -1.2883, -0.4192], [1.6696, -2.0037, 1.8031], [0.4476, 1.0714, 2.5310], [-3.6609, 2.2087, -0.7448], [-2.9536, -1.0372, -0.7296], [4.4082, 1.2228, -0.2285], [2.1937, 0.7099, -1.0656], [5.1125, -2.1629, 3.9805], [4.0305, 0.6356, -2.5717], [-0.5513, -2.1107, -6.0487], [4.0283, 0.5760, 0.8845], [4.5268, -1.5805, 5.1197], [0.2920, -3.3890, 0.8430], [3.4523, -0.8746, 4.6340], [3.4774, 1.4234, -1.4089], [-1.4693, 2.5828, 3.0942], [-4.8472, 1.9367, -1.5358], [-1.8773, 1.3534, -3.7244], [-0.6993, 1.3393, 3.3851], [-2.5370, 1.9801, -1.4382], [-0.0670, -1.6942, -3.6918], [1.9203, -0.2825, -3.1327], [1.1549, -4.1492, 1.6307], [1.0884, -0.9438, -4.0955], [-0.8035, 0.3315, 4.5096], [1.9986, -3.2343, 2.2204], [6.2748, -3.0959, 3.9080], [-4.2549, 1.5972, -2.9160], [1.4023, -0.8602, -5.4563], [-3.9474, -1.0282, 0.1807], [-2.7938, -0.3795, 2.2757], [3.2566, 2.9049, -1.7914], [-0.8994, -2.1964, -4.7243], [0.6166, -1.4477, -6.4222], [0.0331, -0.5868, 3.5693], [-0.8428, -3.8609, 0.0129], [2.3046, -0.6570, 2.3356], [4.7440, 0.3085, 1.6419], [-1.7752, -3.4009, 0.3392], [4.8494, -1.6611, 6.1390], [1.1646, -5.2129, 1.7464], [-2.5733, -0.2730, 5.4650], [5.0939, 0.6046, -2.7429], [2.8088, -3.3995, 2.8978], [-4.5323, 0.5911, -3.2443], [6.9893, -2.7449, 3.1657], [2.2741, -0.2949, -5.7609], [5.9377, -4.0877, 3.5997], [2.7175, -0.2832, 5.1380], [5.4372, 1.5107, -0.3767], [-4.6982, -1.0104, 2.0524], [3.6614, -0.5620, -4.1503], [2.8187, 3.4453, -0.9554], [-0.8340, 3.4434, 3.2953], [6.7685, -3.1764, 4.8752], [-5.4861, 2.8239, -1.5585], [-3.6745, 2.2478, 0.2592], [-1.7486, 2.6023, 2.0406], [2.5827, 2.9785, -2.6455], [-1.9904, 0.3136, -4.0414], [-1.7958, -2.7112, -4.4157], [-2.3569, 2.6397, 3.7214], [1.5265, 1.6420, 0.5844], [-2.0253, 2.0108, -4.5843], [4.2074, 3.3690, -2.0506], [-0.6877, -3.5952, -1.0319], [0.8927, -1.3808, -7.4635], [-5.4208, 1.1030, -1.1194], [-0.8708, 1.4954, -3.3326], [-0.0092, -1.6648, 3.6635], [-4.5472, 2.3205, -3.6832], [-1.1912, -2.5485, -6.8025], [-0.9357, -4.9406, 0.0994]], "forces_ev_per_a": [[0.025, -0.109, -0.588], [0.761, -0.627, 0.291], [-0.535, 0.166, 2.372], [-0.790, 0.035, -0.638], [0.177, 0.057, 0.338], [-1.469, -1.084, 0.419], [-0.133, 0.020, 0.570], [-0.825, 0.447, -0.886], [-0.448, -0.247, -0.554], [-0.116, 0.298, 0.287], [-0.199, -0.482, -2.159], [-0.374, -0.081, -0.029], [0.390, 0.154, 1.156], [0.281, -0.173, 0.561], [0.544, -0.407, -0.595], [0.410, -0.015, -0.879], [-0.475, 0.480, 0.237], [-0.456, -0.231, 0.297], [-0.134, 0.144, -0.041], [0.085, 0.187, 0.995], [0.393, -0.227, 0.304], [1.398, 1.523, -0.407], [0.087, -0.120, -0.029], [0.813, 0.209, 0.974], [-0.134, 0.220, -0.205], [0.644, -0.172, -0.258], [-0.238, 0.168, 0.062], [-0.006, -0.220, 0.186], [0.125, 0.192, -0.194], [0.345, 0.294, -0.129], [-0.136, 0.087, -0.102], [0.243, -0.260, 0.369], [0.024, -0.045, 0.201], [-0.140, 0.138, -0.007], [0.005, -0.243, 0.127], [-0.543, -0.022, -0.027], [0.330, -0.127, -0.312], [-0.329, 0.690, 0.951], [-0.390, 0.373, -0.189], [0.516, 0.440, -1.646], [0.159, 0.021, 0.202], [-0.070, 0.129, -0.019], [-0.581, -0.374, -0.289], [-0.156, 0.001, -1.463], [-0.218, -0.185, -0.079], [-0.054, 0.059, -0.158], [-0.411, -0.105, -0.265], [-0.127, 0.038, 0.089], [0.096, 0.009, -1.010], [0.396, 0.374, 1.154], [-0.066, -0.392, 0.054], [0.132, 0.051, 0.487], [-0.084, -0.159, -0.227], [0.646, -0.694, 1.197], [-0.012, 0.123, -0.132], [-0.566, 0.216, -0.476], [0.159, -0.041, 0.110], [-0.140, -0.035, 0.029], [0.027, -0.007, 0.176], [-0.020, -0.226, 0.031], [0.212, -0.154, -0.140], [0.104, -0.166, -0.082], [0.170, 0.061, 0.131], [0.044, 0.151, 0.030], [0.105, -0.042, 0.007], [0.038, 0.110, -0.086], [0.079, -0.003, 0.048], [-0.148, 0.169, 0.112], [0.159, 0.020, 0.159], [0.106, 0.059, -0.004], [-0.052, 0.050, 0.052], [-0.034, 0.108, 0.113], [0.030, 0.039, -0.003], [0.014, -0.006, -0.036], [0.031, -0.118, -0.096], [0.202, -0.016, -0.027], [0.022, 0.011, -0.029], [-0.022, 0.011, -0.067], [-0.049, 0.000, 0.026], [-0.123, -0.077, 0.089], [-0.017, -0.074, 0.002], [0.208, -0.265, 0.012], [0.011, -0.026, 0.000], [0.081, 0.052, 0.007], [-0.067, -0.089, -0.129], [0.041, 0.033, -0.092], [0.120, 0.069, -0.082], [-0.033, 0.005, -0.078], [-0.006, -0.073, -0.047], [0.022, -0.041, 0.047], [-0.023, -0.028, -0.041], [-0.056, -0.004, -0.033]], "mulliken_charge": [2.00, -0.23, -0.31, -0.78, 0.68, 1.40, 0.33, 0.09, -0.79, 0.13, -0.98, 0.08, 0.02, -0.15, -1.21, -0.43, 1.24, 0.39, -0.13, -0.51, 0.45, -0.54, 0.07, 0.69, -1.96, -1.67, 0.72, -1.20, -0.73, 0.26, -1.10, 0.77, -0.33, 2.46, -1.50, -0.62, -0.88, 1.19, -0.18, -0.32, -0.54, -1.89, 1.02, -0.58, -0.01, -1.26, -0.67, -1.09, -0.09, -0.24, -1.58, -0.34, -0.86, 0.14, -1.30, -0.03, 0.53, 0.21, 0.45, 0.52, 0.26, 0.43, 0.46, 0.38, 0.30, 0.39, 0.27, 0.52, 0.37, 0.28, 0.43, 0.34, 0.42, 0.36, 0.38, 0.28, 0.11, 0.34, 0.35, 0.48, 0.37, 0.33, 0.37, 0.44, 0.16, 0.40, 0.33, 0.08, 0.30, 0.45, 0.44, 0.44], "energy_ha": -3023.23448, "largest_force_ev_per_a": 2.4, "s2": 0.756, "homo_ev": [-6.440, -6.430], "total_charge": 0, "gap_ev": [4.97, 4.79], "de_lowest_kj_mol": 993.5, "spin_multiplicity": 2}

***

(2)
{"formula": "C31H36BrF6KN8O6S2Se", "method": "the ωB97M-V functional and the def2-TZVPD basis", "elements": ["Br", "Se", "K", "S", "S", "F", "F", "F", "F", "F", "F", "O", "O", "O", "O", "O", "O", "N", "N", "N", "N", "N", "N", "N", "N", "C", "C", "C", "C", "C", "C", "C", "C", "C", "C", "C", "C", "C", "C", "C", "C", "C", "C", "C", "C", "C", "C", "C", "C", "C", "C", "C", "C", "C", "C", "C", "H", "H", "H", "H", "H", "H", "H", "H", "H", "H", "H", "H", "H", "H", "H", "H", "H", "H", "H", "H", "H", "H", "H", "H", "H", "H", "H", "H", "H", "H", "H", "H", "H", "H", "H", "H"], "positions_angstrom": [[-1.6053, 0.9969, -3.6820], [3.7220, -2.1281, -0.6357], [-0.2315, -0.3891, -0.0456], [-0.2092, 3.2381, 0.5513], [2.2536, 1.8970, 0.8411], [0.1316, 5.8761, 0.6489], [4.5433, 1.9730, -0.4288], [4.2560, 3.6135, 0.9535], [3.2155, 3.5988, -0.9458], [-1.3002, 5.1854, -0.8219], [0.8223, 4.9663, -1.1874], [2.8138, 1.4040, 2.0596], [1.8093, 0.9643, -0.1480], [-1.1888, 3.4590, 1.5741], [-1.2194, -4.5743, -3.4226], [-0.6885, -2.8044, 0.3539], [-0.5396, 2.3730, -0.5431], [-0.1344, -1.3541, -2.5300], [1.2475, 3.0921, 1.1041], [-2.5747, 0.4556, 2.9142], [0.2584, -2.4776, -1.9004], [-2.6980, 0.4762, 0.5859], [-4.2720, 1.6956, 1.9217], [-0.2856, 0.5501, 2.3822], [-1.0546, -0.3972, 4.4168], [0.7193, -0.4573, -2.8745], [3.7235, -6.0072, 0.9403], [-5.4125, 0.9826, 2.4772], [3.6982, -4.6215, 0.8181], [3.6755, -3.7774, 2.0599], [-3.1305, 0.8745, 1.7029], [3.7123, -6.8466, -0.1646], [-0.7891, -5.2917, -2.3390], [0.9138, 3.0375, -4.4846], [3.6521, -6.2501, -1.4180], [1.7705, 3.4970, -5.4888], [-0.5111, -4.6692, -1.1189], [1.6085, 4.7540, -6.0481], [3.6276, -4.8710, -1.5792], [-4.6398, 2.5143, 0.7849], [3.5290, -4.2985, -2.9643], [-0.6247, -6.6620, -2.4969], [1.1458, 1.7108, -3.9105], [0.1944, -6.8075, -0.2393], [-1.2112, 0.1879, 3.1558], [0.5933, 5.5877, -5.6009], [0.0051, -5.4398, -0.0905], [-0.7739, -3.1737, -0.9018], [0.2769, 0.7844, -3.4904], [3.6466, 2.8285, 0.0560], [-0.0909, 3.8945, -4.0293], [-0.1163, 4.9104, -0.2450], [3.6778, -4.0201, -0.4556], [-0.2472, 5.1538, -4.5849], [-0.1359, -7.4179, -1.4402], [3.7417, -8.3443, -0.0166], [0.2274, -4.9194, 0.8329], [-3.7611, 3.0445, 0.4210], [2.1884, 1.4209, -3.8085], [4.7232, -8.7661, -0.2580], [2.5694, 2.8501, -5.8323], [0.6456, 0.2854, 2.7012], [-1.7721, -1.0814, 4.6117], [-0.8558, -7.1116, -3.4552], [-5.0832, 1.9324, -0.0384], [-1.0148, -3.6422, -3.2485], [3.0138, -8.8220, -0.6776], [-0.7274, 3.5791, -3.2157], [1.2106, -2.4803, -1.4978], [3.5279, -5.0933, -3.7145], [-3.2370, 0.8554, -0.1844], [2.2818, 5.0854, -6.8298], [3.7355, -6.4399, 1.9385], [-0.1325, -0.7875, 4.5455], [-2.9897, 0.9239, 3.7066], [0.4665, 6.5752, -6.0282], [1.7871, -0.5573, -2.6671], [2.7914, -3.1350, 2.0634], [4.3509, -3.6062, -3.1583], [3.6760, -4.4048, 2.9557], [-5.3809, 3.2457, 1.1109], [-1.7387, -2.9216, -1.4080], [0.0122, -8.4851, -1.5662], [-1.0235, 5.8057, -4.2027], [3.5984, -6.8775, -2.3047], [-5.0958, 0.3101, 3.2722], [3.5031, -8.6422, 1.0069], [-6.1240, 1.6980, 2.8938], [4.5286, -3.0961, 2.0870], [-5.9293, 0.3823, 1.7136], [0.6159, -7.3885, 0.5722], [2.6136, -3.7117, -3.0736]], "forces_ev_per_a": [[0.002, -0.037, -0.034], [-0.124, 0.135, -0.074], [-0.310, -0.208, -0.033], [0.300, 0.281, -0.200], [-0.247, 0.666, -0.172], [0.004, 0.007, 0.001], [0.017, -0.006, 0.023], [-0.019, 0.053, -0.016], [0.021, -0.048, -0.006], [0.001, 0.011, -0.006], [-0.031, 0.028, -0.007], [-0.019, -0.010, 0.223], [0.663, 0.233, -0.175], [-0.096, 0.031, 0.184], [-0.079, 0.053, 0.016], [0.084, 0.091, -0.318], [-0.256, -0.097, -0.266], [0.026, -0.504, 0.323], [0.061, -0.020, 0.318], [-0.024, 0.102, 0.151], [-0.309, -0.006, 0.233], [0.077, 0.226, 0.221], [0.092, 0.102, 0.101], [-0.001, 0.070, 0.087], [-0.151, -0.100, -0.020], [-0.077, -0.274, -0.003], [-0.018, -0.040, -0.017], [-0.022, -0.002, 0.009], [0.002, 0.041, 0.016], [0.002, 0.025, -0.006], [-0.150, -0.293, -0.093], [0.004, 0.035, -0.009], [0.123, -0.009, 0.001], [-0.041, 0.102, -0.038], [-0.020, -0.041, 0.032], [-0.036, -0.006, 0.026], [0.072, -0.060, -0.233], [0.020, 0.002, -0.016], [-0.016, 0.039, -0.050], [-0.002, 0.021, 0.000], [0.005, 0.010, -0.024], [0.009, 0.028, 0.012], [-0.045, -0.121, 0.118], [0.052, -0.009, 0.025], [0.151, 0.133, 0.051], [-0.029, 0.046, -0.008], [-0.147, 0.029, 0.031], [0.079, -0.219, -0.143], [0.146, 0.027, -0.113], [-0.036, -0.147, -0.005], [0.053, 0.004, -0.022], [0.098, -0.164, 0.104], [0.012, -0.093, 0.033], [-0.012, -0.006, 0.020], [0.013, -0.030, 0.018], [-0.026, -0.068, 0.006], [0.020, -0.006, 0.005], [0.005, 0.003, 0.001], [0.007, 0.010, 0.018], [0.008, 0.027, -0.008], [0.006, -0.005, 0.003], [-0.097, -0.080, 0.105], [0.044, -0.038, -0.012], [0.001, 0.008, -0.012], [0.006, -0.004, -0.002], [0.062, -0.034, -0.034], [-0.016, 0.017, -0.011], [0.012, 0.004, 0.021], [0.028, 0.117, -0.214], [0.000, -0.008, 0.006], [-0.001, -0.019, -0.044], [-0.002, 0.005, -0.002], [0.002, -0.024, -0.002], [0.003, 0.044, 0.017], [0.004, 0.014, -0.031], [0.012, -0.001, -0.008], [-0.005, -0.030, -0.011], [-0.014, -0.012, -0.002], [0.014, -0.006, 0.006], [0.002, -0.003, 0.002], [0.001, 0.001, 0.003], [0.053, 0.031, -0.050], [-0.013, -0.009, -0.014], [0.004, 0.016, -0.011], [-0.004, -0.017, 0.006], [-0.007, 0.004, 0.001], [0.001, 0.015, 0.013], [-0.007, 0.007, -0.014], [0.014, -0.008, -0.001], [0.006, -0.013, 0.003], [0.008, -0.004, -0.004], [-0.003, -0.016, -0.003]], "mulliken_charge": [-0.15, -0.36, 0.96, 1.12, 1.00, -0.25, -0.21, -0.23, -0.18, -0.23, -0.15, -0.72, -0.51, -0.68, -0.76, -0.98, -0.07, -0.58, -0.55, 0.03, 0.79, -0.14, 0.04, -0.12, -0.59, -0.42, -1.16, -1.06, 1.12, -1.74, -0.01, 0.76, 0.72, 0.35, -0.86, -0.52, 0.16, -0.50, 1.16, -1.03, -1.75, -0.68, -0.58, -0.69, 0.02, -0.40, -0.23, -0.25, 0.75, 0.41, -0.08, 0.31, 0.36, -0.74, -0.35, -1.68, 0.41, 0.20, 0.39, 0.40, 0.39, 0.01, 0.23, 0.40, 0.38, 0.29, 0.31, 0.23, -0.27, 0.36, 0.09, 0.35, 0.12, 0.27, 0.29, 0.36, 0.13, 0.25, 0.36, 0.38, 0.33, 0.28, 0.35, 0.39, 0.18, 0.33, 0.35, 0.36, 0.35, 0.33, 0.38, 0.19], "energy_ha": -9063.43571, "largest_force_ev_per_a": 0.7, "homo_ev": -1.105, "total_charge": -2, "gap_ev": 4.69, "de_lowest_kj_mol": 211.7}